Below is a structure of composition C44H70Cl12F2N8O8S2 at a distorted geometry, with properties calculated with ωB97M-V with the def2-TZVPD basis set.

Results
E_tot in eV: -252414.8627
Total charge: -2
Kohn-Sham gap in eV: 3.14
Largest force on an atom in Eh/bohr: 0.200
LUMO in eV: 2.564
HOMO in eV: -0.58

Structure (XYZ):
```
146
Properties=species:S:1:pos:R:3:forces:R:3
C 3.4933 -0.1013 1.1345 -0.232 -0.304 0.125
C 2.2843 -0.9817 1.3762 -0.546 0.067 0.964
C 0.9516 -0.2325 1.4522 -0.144 0.838 -0.651
C 0.4876 0.1046 0.0116 -0.544 0.042 0.509
N -0.8828 0.7305 -0.0363 -0.377 -0.206 -1.489
C -1.3825 0.9366 -1.4908 -0.252 0.568 0.344
C -2.4332 2.0801 -1.4014 1.284 0.171 0.219
C -2.1751 2.7252 -0.0174 -0.586 -0.881 -0.821
C -0.8985 2.1283 0.5121 -0.929 -1.323 0.991
C -1.8990 -0.1376 0.6619 1.445 -0.472 0.333
C -1.7684 -1.6361 0.3506 -1.278 -0.431 0.361
C -2.6224 -2.4078 1.3725 1.208 0.221 -3.089
H 3.7491 0.3614 2.0915 0.076 0.286 -0.222
H 3.2702 0.6615 0.3865 0.383 -0.722 0.110
H 4.3604 -0.6574 0.7922 0.046 -0.193 -0.042
H 2.3885 -1.4687 2.3512 0.203 -0.277 -0.127
H 2.1594 -1.7373 0.6149 0.175 -0.344 -0.258
H 0.9890 0.6637 2.0808 0.447 0.168 -0.316
H 0.2199 -0.8245 2.0038 -0.079 -0.418 -0.353
H 0.4739 -0.8110 -0.5796 -0.200 0.182 0.035
H 1.1195 0.7932 -0.5521 0.091 0.000 0.478
H -1.8220 -0.0003 -1.8237 0.246 -0.049 -0.185
H -0.5218 1.2211 -2.0968 -0.229 0.012 0.214
H -3.4251 1.7038 -1.6304 -0.192 0.073 0.415
H -2.2204 2.8659 -2.1201 0.193 -0.294 -0.475
H -3.0129 2.5032 0.6510 0.034 0.272 -0.412
H -2.0630 3.8083 -0.0599 -0.204 -2.417 -0.422
H -0.9051 2.0508 1.6014 0.629 -0.247 -1.343
H -0.0403 2.7268 0.2062 -0.077 -1.103 0.127
H -2.9107 0.1831 0.4303 0.037 0.274 -0.104
H -1.6879 0.0034 1.7208 -0.374 0.019 -0.258
H -0.7959 -2.1005 0.5050 0.359 0.577 -0.397
H -2.1600 -1.8587 -0.6410 0.435 0.007 -0.214
H -2.4222 -2.1298 2.4137 3.059 -0.722 -5.364
H -2.4930 -3.4822 1.2498 -0.009 -0.148 -0.048
H -3.6993 -2.2074 1.3188 -0.111 0.109 -0.925
O 1.6717 3.3252 -3.3034 -0.384 -0.909 1.321
C 1.9878 3.8065 -2.0531 -2.771 -2.493 -5.570
C 0.8352 4.3857 -1.1612 -2.253 -0.320 -0.099
O -0.1197 5.1970 -1.7143 0.073 -0.388 0.760
H 2.7205 4.6454 -2.1206 -1.194 -1.221 -4.847
H 2.5838 3.0537 -1.4700 -0.073 0.529 -0.478
H 1.2885 4.8620 -0.2521 -2.157 -0.578 -2.360
H 0.3153 3.5119 -0.6598 1.123 0.739 -1.456
N -1.9612 2.4096 -6.2937 -1.759 -2.650 2.005
S -3.2246 2.5936 -7.1900 -2.059 3.570 -4.637
O -4.4903 2.8942 -6.5454 0.992 -0.919 0.040
O -3.2601 1.8421 -8.4274 -0.017 0.133 1.200
F -2.8278 4.0570 -7.7643 0.176 -0.307 0.352
S -2.6162 1.1156 -5.4620 3.586 -2.751 2.242
O -3.1754 0.0250 -6.2140 -0.902 1.078 -0.256
O -3.0883 1.3088 -4.1150 -0.202 0.764 -1.130
F -1.1832 0.3720 -5.1456 -0.194 1.001 -0.187
N -0.9960 -6.0690 1.2129 -0.194 -0.385 0.180
C -1.3856 -5.7565 -0.0590 0.455 -0.318 -0.194
C -2.5454 -6.4336 -0.3219 0.054 -0.350 -0.252
C -2.8817 -7.1323 0.8295 -0.266 -1.315 1.188
C -1.8985 -6.9526 1.7791 0.034 0.704 -0.818
H -0.1394 -5.7683 1.6407 0.048 0.095 -0.023
H -0.7888 -5.1603 -0.7311 0.093 0.190 0.297
H -3.1238 -6.4870 -1.2299 0.221 0.104 0.033
H -3.7361 -7.7869 0.9260 0.042 0.065 0.115
H -1.7572 -7.3749 2.7569 -0.015 0.131 0.092
N -2.3180 5.3822 0.3592 -0.199 3.216 0.096
C -3.6203 5.2356 -0.0422 0.455 1.065 0.066
C -4.4088 5.8161 0.9258 -0.383 -0.917 -0.054
C -3.5513 6.1697 1.9861 -0.332 2.837 0.454
C -2.2511 5.9603 1.6030 -0.966 3.987 -3.817
H -1.5326 5.1410 -0.2587 0.949 1.175 -0.731
H -3.7418 4.8368 -1.0383 -0.551 0.081 0.100
H -5.4794 5.9514 0.9211 0.012 -0.225 -0.076
H -3.8013 6.5183 2.9811 -0.235 0.091 -0.201
H -1.3372 6.1245 2.1423 -0.023 0.482 -0.432
N -2.4101 -3.9441 -2.9816 -0.107 1.382 0.306
C -2.6598 -2.7776 -3.6775 0.114 -0.464 -0.777
C -3.7187 -2.1415 -3.0960 -0.450 -0.083 0.526
C -4.0936 -2.9154 -1.9575 0.894 0.236 0.251
C -3.2001 -3.9526 -1.8628 -0.495 -0.722 -0.019
H -1.6966 -4.5971 -3.2359 0.157 -0.069 0.164
H -2.0557 -2.5751 -4.5476 -0.246 0.286 -0.088
H -4.2421 -1.2301 -3.3333 0.431 0.113 -0.529
H -4.7843 -2.5903 -1.1954 -0.133 -0.215 -0.024
H -3.0097 -4.6907 -1.0997 -0.641 0.826 -0.429
N 1.2623 0.7699 4.7659 0.019 -0.903 -0.246
C 0.0125 0.2164 4.6924 0.466 -0.211 0.704
C 0.0054 -0.9507 5.4046 0.202 -0.111 -0.100
C 1.3450 -1.1907 5.8238 0.174 0.519 0.275
C 2.0961 -0.1201 5.3951 -0.076 0.319 0.223
H 1.5396 1.5887 4.2537 0.044 0.093 -0.042
H -0.7334 0.7208 4.0981 2.144 -2.570 4.372
H -0.8748 -1.5518 5.5657 0.401 0.170 0.090
H 1.7313 -1.9678 6.4616 -0.087 -0.191 -0.091
H 3.1353 0.1193 5.5464 0.029 -0.070 -0.007
N 6.3556 -2.1676 -3.2267 1.181 0.803 -0.365
C 6.2824 -0.9640 -2.5739 -0.551 -0.581 0.770
C 6.2306 -1.2543 -1.2238 -0.108 0.771 -0.629
C 6.2878 -2.6533 -1.0811 1.260 -0.197 0.038
C 6.5659 -3.1768 -2.3313 -1.388 -0.250 0.488
H 6.4099 -2.1938 -4.2282 0.140 -0.394 -0.003
H 6.2141 -0.0324 -3.1050 -0.067 -0.017 -0.039
H 6.2486 -0.5243 -0.4337 -0.320 0.000 0.057
H 6.2761 -3.1564 -0.1263 0.171 -0.230 -0.140
H 6.8598 -4.1726 -2.6163 -0.365 -0.054 -0.175
N 1.5762 0.4909 -2.9629 -1.225 -0.291 -1.098
C 0.7455 -0.5760 -3.2001 0.305 0.065 0.538
C 1.3151 -1.6864 -2.6044 0.323 -0.223 -0.205
C 2.5349 -1.2538 -2.0160 0.322 -0.396 -0.106
C 2.6516 0.0823 -2.2844 0.867 0.148 0.566
H 1.3992 1.4551 -3.3161 0.478 0.919 0.321
H -0.2175 -0.3989 -3.6507 0.342 -0.330 -0.137
H 0.9869 -2.7171 -2.6285 -0.298 0.132 -0.012
H 3.2763 -1.8179 -1.4674 -0.070 -0.155 -0.125
H 3.4256 0.7595 -1.9605 -0.067 0.115 -0.207
C 3.0723 -6.0915 -0.3910 0.738 0.861 0.715
Cl 1.8886 -7.3506 -0.1483 -0.237 -0.092 -0.331
Cl 3.7811 -6.0769 -2.0013 -0.205 -0.269 0.127
Cl 2.3880 -4.4703 -0.0725 -0.155 -0.430 -0.138
Cl 4.3709 -6.3370 0.8413 -0.137 -0.021 -0.398
C 6.7853 2.5010 -0.2435 -0.031 0.844 0.021
Cl 5.9813 2.0587 1.2454 0.434 -0.783 0.181
Cl 7.1750 4.2335 -0.0722 0.121 0.032 -0.364
Cl 8.3324 1.6401 -0.4872 -0.499 -0.109 0.004
Cl 5.6552 2.2797 -1.5822 0.416 0.051 0.075
C 2.8578 4.3803 0.8040 1.005 1.550 1.262
Cl 3.0651 5.1485 -0.7713 5.853 3.767 7.557
Cl 1.3579 4.9449 1.6045 0.455 0.190 1.949
Cl 2.7731 2.6316 0.6537 -0.119 0.772 0.966
Cl 4.2643 4.7887 1.8286 0.172 -0.015 0.904
C -1.7742 4.0926 2.3910 0.613 -4.541 3.050
C -2.1883 2.7313 2.9293 0.065 -0.084 0.503
O -0.9792 2.0672 3.3184 -0.251 1.568 0.070
H -1.1434 4.5204 3.1761 0.018 -0.031 0.037
H -2.6223 4.7616 2.2634 0.108 -3.175 1.282
H -1.1756 3.9531 1.4965 -0.075 0.333 0.857
H -2.6693 2.1116 2.1653 -0.205 0.285 0.660
H -2.8231 2.7780 3.8255 -0.137 0.298 -0.213
H -1.1017 1.1137 3.3350 -1.576 1.469 -3.067
C -1.9639 -3.0075 3.9421 0.322 -1.261 0.403
C -2.9773 -1.8823 3.7084 -1.347 -0.993 3.762
O -2.3056 -0.6254 3.6064 -1.542 -0.079 0.901
H -2.4407 -3.9784 3.7621 -0.338 0.106 0.154
H -1.4457 -3.0846 4.8984 -0.455 0.228 -0.061
H -1.1884 -3.0066 3.1707 0.186 0.344 0.375
H -3.7875 -1.9649 4.4336 0.221 0.714 0.731
H -3.4150 -2.1176 2.7337 -2.577 0.785 3.461
H -2.6870 -0.1016 4.3230 0.220 0.187 -0.167
```
Forces are in eV/Å.

Results of the Mulliken charge analysis, in e, for atoms 1 through 5:
1 C -0.014
2 C -0.247
3 C 1.745
4 C -0.014
5 N 1.541